Entry from OMol25: a cluster of 2 separate species, C2H4N2S in total (ωB97M-V/def2-TZVPD).

The molar mass is 88.1 g/mol. The highest occupied orbital energy (alpha / beta) comes out at -10.44 / -9.24 eV. The value obtained for the total energy is -586.100980 a.u. The calculation puts the largest force on an atom at 4.8 eV/A.

Geometry as XYZ:
```
9
C2H4N2S ωB97M-V/def2-TZVPD
C 0.735 -0.827 -1.840
C 0.622 0.474 1.115
N 0.668 -1.368 -2.848
N -0.391 -0.358 0.315
S -1.732 0.461 0.113
H 0.597 1.325 0.603
H 0.278 0.690 2.151
H 1.609 -0.079 1.199
H -2.386 -0.318 -0.809
```

Mulliken population analysis, charges in e, atoms 1 to 4: C 0.04; C -0.78; N -0.36; N -0.14

---

Entry from OMol25: a structure of composition C16H27BCl3N4O2OsS2Sb (ωB97M-V/def2-TZVPD).

The molar mass is 800.7 g/mol. The net charge is +2. The highest occupied orbital energy (alpha / beta) comes out at -15.13 / -15.13 eV. The value obtained for the total energy is -3527.628034 a.u. The calculation puts the largest force on an atom at 0.1 eV/A.

Geometry as XYZ:
```
57
C16H27BCl3N4O2OsS2Sb ωB97M-V/def2-TZVPD
Os -0.508 -0.193 -0.137
C 0.093 -0.081 -4.906
N 1.273 0.044 -4.050
C 2.565 -0.142 -4.462
C 3.365 0.206 -3.421
N 2.573 0.612 -2.376
B 3.291 0.990 -0.994
N 2.471 1.950 -0.063
C 2.563 3.316 -0.021
C 1.834 3.758 1.040
N 1.302 2.649 1.651
C 0.507 2.664 2.881
C 1.698 1.575 0.961
S 1.241 -0.113 1.160
C 1.303 0.493 -2.779
S -0.085 1.072 -1.891
H 0.230 -0.935 -5.565
H -0.032 0.821 -5.502
H -0.788 -0.232 -4.289
H 2.805 -0.482 -5.455
H 4.438 0.209 -3.342
H 4.302 1.547 -1.300
H 3.476 -0.038 -0.400
H 3.162 3.864 -0.726
H 1.667 4.750 1.421
H -0.130 3.544 2.870
H 1.170 2.694 3.743
H -0.117 1.777 2.917
C -1.588 -3.986 1.153
C -0.142 -3.970 0.664
Sb 0.112 -2.601 -0.942
C -1.223 -3.272 -2.454
C -0.996 -4.741 -2.802
C 2.078 -2.842 -1.720
C 2.673 -4.212 -1.403
H -1.695 -4.699 1.970
H -2.280 -4.288 0.365
H -1.908 -3.010 1.523
H 0.175 -4.944 0.289
H 0.554 -3.683 1.452
H -1.066 -2.624 -3.318
H -2.235 -3.089 -2.091
H 0.004 -4.914 -3.202
H -1.711 -5.059 -3.560
H -1.132 -5.390 -1.936
H 2.681 -2.034 -1.305
H 1.996 -2.676 -2.796
H 2.778 -4.367 -0.329
H 3.667 -4.293 -1.842
H 2.070 -5.027 -1.805
Cl -4.018 2.850 1.863
C -3.905 1.136 1.530
Cl -3.826 0.205 3.040
Cl -5.233 0.595 0.516
C -2.591 0.822 0.826
O -1.637 1.602 0.741
O -2.425 -0.378 0.322
```

Mulliken population analysis, charges in e, atoms 1 to 4: Os 1.56; C -0.94; N 0.28; C -0.31